(1)
{"formula": "C28H35ClGaOPS3", "method": "ωB97M-V/def2-TZVPD", "total_charge": 2, "species": ["Ga", "C", "C", "S", "C", "C", "S", "C", "C", "S", "H", "H", "H", "H", "H", "H", "H", "H", "H", "H", "H", "H", "Cl", "C", "C", "C", "C", "C", "C", "P", "C", "C", "C", "C", "C", "C", "C", "C", "C", "C", "C", "C", "H", "H", "H", "H", "H", "H", "H", "H", "H", "H", "H", "H", "H", "H", "C", "C", "C", "C", "O", "H", "H", "H", "H", "H", "H", "H", "H", "H"], "coordinates": [[-0.68305, -0.83479, 0.10490], [-2.04400, -3.88869, -0.28924], [-1.65516, -3.63739, -1.73892], [-0.45450, -2.29896, -1.98580], [-1.28060, -1.37051, -3.29469], [-2.65499, -0.80007, -2.95169], [-2.64271, 0.18801, -1.43884], [-4.06284, -0.42546, -0.51834], [-4.03117, -1.90664, -0.17232], [-2.52309, -2.44462, 0.67847], [-1.22424, -4.33200, 0.26767], [-2.87746, -4.59033, -0.24403], [-2.52427, -3.41996, -2.35636], [-1.20199, -4.54676, -2.13218], [-1.36464, -2.02934, -4.15892], [-0.58072, -0.58203, -3.56935], [-3.41021, -1.57760, -2.86026], [-2.97007, -0.14050, -3.75902], [-4.96865, -0.20229, -1.08210], [-4.09010, 0.19022, 0.38288], [-4.15609, -2.53413, -1.05292], [-4.86035, -2.12622, 0.49925], [-1.57365, 0.05485, 2.47682], [-0.28756, 1.21098, 2.86517], [-0.15432, 1.53909, 4.19818], [0.76721, 2.51536, 4.54868], [1.50718, 3.16434, 3.57097], [1.35530, 2.81173, 2.23926], [0.47623, 1.79683, 1.85929], [0.29950, 1.36912, 0.11061], [-0.45508, 2.82393, -0.63160], [0.24414, 3.63055, -1.52722], [-0.34110, 4.80176, -1.99543], [-1.60861, 5.16743, -1.56797], [-2.30258, 4.36944, -0.66387], [-1.72741, 3.20208, -0.19753], [1.90486, 1.10516, -0.66419], [3.13151, 1.22765, -0.02416], [4.30488, 0.98488, -0.72882], [4.25733, 0.62166, -2.06575], [3.03240, 0.49507, -2.71172], [1.86289, 0.73371, -2.01052], [-0.76814, 1.05616, 4.94621], [0.88473, 2.78296, 5.59025], [2.19724, 3.95065, 3.84386], [1.91701, 3.34244, 1.47942], [1.23469, 3.35293, -1.86423], [0.19976, 5.43050, -2.69081], [-2.05727, 6.08337, -1.93129], [-3.28511, 4.66582, -0.31964], [-2.25911, 2.60066, 0.53369], [3.18704, 1.47889, 1.02609], [5.25922, 1.07558, -0.22571], [5.17538, 0.43579, -2.60876], [2.99491, 0.21590, -3.75697], [0.90852, 0.66246, -2.52333], [2.94927, -2.36963, 0.74715], [1.62106, -2.41740, 1.48595], [1.79910, -2.07080, 2.95673], [0.97443, -3.78430, 1.34746], [0.79666, -1.39174, 0.91470], [3.62924, -3.13288, 1.13089], [3.42109, -1.39493, 0.87892], [2.80310, -2.54244, -0.32213], [2.45260, -2.79272, 3.45127], [0.83506, -2.07334, 3.47142], [2.24576, -1.07934, 3.05732], [1.62101, -4.56035, 1.75840], [0.78869, -4.03103, 0.29692], [0.04181, -3.80879, 1.91789]], "forces_ev_per_angstrom": [[-0.06, -0.29, -0.38], [-0.03, -0.09, -0.01], [-0.05, -0.09, 0.02], [0.23, 0.13, 0.01], [-0.09, 0.03, -0.09], [0.04, -0.02, -0.04], [-0.02, 0.25, 0.06], [-0.07, -0.02, -0.01], [-0.11, -0.01, 0.01], [0.11, 0.02, 0.20], [-0.02, 0.01, 0.02], [-0.01, -0.01, -0.03], [-0.01, 0.00, 0.02], [0.00, -0.02, -0.02], [0.01, 0.00, -0.04], [-0.01, 0.03, 0.01], [0.01, -0.03, -0.01], [-0.01, -0.03, -0.05], [-0.02, -0.02, 0.01], [0.02, -0.01, 0.00], [0.01, 0.03, -0.02], [-0.02, -0.03, 0.00], [0.09, 0.26, 0.18], [-0.16, -0.11, -0.12], [0.02, 0.04, 0.01], [0.01, 0.02, 0.03], [-0.02, -0.03, -0.02], [0.06, 0.06, 0.00], [-0.07, -0.05, 0.02], [0.16, -0.16, 0.22], [0.03, 0.08, -0.05], [-0.09, -0.02, -0.09], [-0.01, -0.03, 0.01], [0.02, 0.02, -0.02], [0.00, -0.01, -0.01], [0.00, 0.02, 0.08], [0.01, 0.11, -0.07], [0.02, -0.10, 0.06], [-0.03, 0.00, 0.01], [0.02, -0.01, -0.03], [0.00, -0.02, 0.04], [0.05, 0.01, -0.01], [0.01, 0.01, -0.02], [0.00, 0.00, -0.01], [0.00, 0.00, -0.01], [0.00, -0.02, 0.01], [-0.01, 0.02, 0.03], [-0.01, -0.02, 0.02], [0.02, -0.03, 0.01], [0.03, -0.01, -0.01], [0.00, -0.02, 0.00], [-0.01, 0.01, -0.01], [-0.04, 0.01, -0.01], [-0.03, 0.01, 0.02], [0.00, 0.01, 0.03], [-0.02, 0.02, -0.01], [0.11, -0.08, 0.01], [-0.05, 0.15, -0.06], [0.06, -0.02, 0.09], [-0.02, -0.02, 0.06], [-0.01, 0.01, 0.05], [-0.01, 0.02, -0.02], [-0.04, -0.04, -0.02], [-0.01, 0.01, 0.03], [-0.03, 0.04, -0.02], [0.02, 0.00, -0.02], [-0.02, -0.02, -0.01], [0.01, 0.01, -0.03], [0.10, 0.04, 0.03], [-0.06, -0.03, -0.03]], "nbo_charge": [1.1416, -0.5505, -0.5490, 0.3703, -0.5443, -0.5535, 0.3453, -0.5469, -0.5481, 0.3634, 0.2775, 0.2691, 0.2326, 0.2746, 0.2669, 0.2520, 0.2310, 0.2714, 0.2679, 0.2576, 0.2340, 0.2737, 0.0713, 0.0233, -0.2154, -0.1442, -0.2062, -0.0995, -0.4373, 1.0049, -0.4355, -0.1234, -0.2111, -0.1582, -0.1960, -0.1855, -0.3918, -0.1795, -0.1857, -0.1644, -0.2152, -0.1522, 0.2508, 0.2476, 0.2460, 0.2260, 0.2231, 0.2394, 0.2402, 0.2359, 0.2091, 0.2314, 0.2406, 0.2412, 0.2336, 0.1874, -0.6183, 0.2698, -0.6189, -0.6249, -1.0342, 0.2273, 0.2164, 0.2097, 0.2296, 0.2076, 0.2147, 0.2462, 0.1880, 0.1998]}

=====

(2)
{"formula": "C4H11N2O", "method": "ωB97M-V/def2-TZVPD", "multiplicity": 2, "species": ["N", "C", "C", "C", "N", "C", "O", "H", "H", "H", "H", "H", "H", "H", "H", "H", "H", "H"], "coordinates": [[-2.84820, -2.09233, 0.60126], [0.96583, -0.12535, -0.08095], [0.78792, -1.44671, 0.42678], [-0.12997, 0.66290, -0.50755], [0.73970, 1.52055, -1.18625], [1.59617, 2.43205, -0.35067], [-1.34208, 0.70792, -0.43937], [-3.32608, -2.42205, 1.35393], [-3.06985, -1.11352, 0.47351], [-3.26073, -2.64832, -0.15491], [2.03472, 0.04480, -0.07681], [0.64618, -1.52103, 1.49949], [1.62399, -2.06775, 0.36759], [-0.15449, -1.87411, 0.10603], [0.23928, 1.97851, -1.89637], [1.43488, 2.13481, 0.79118], [2.69375, 2.30893, -0.62769], [1.36897, 3.52071, -0.29921]], "forces_ev_per_angstrom": [[1.17, 0.20, -2.79], [-0.16, -3.70, 2.58], [-2.09, -1.21, 1.19], [2.45, 1.09, 0.53], [-0.22, 3.86, -1.00], [0.48, -0.79, 2.08], [0.39, -0.63, -0.26], [-1.50, -0.86, 3.05], [0.04, 0.01, -0.20], [0.37, 0.63, -0.08], [-0.37, 1.36, -0.53], [-0.24, 0.68, 0.89], [1.34, -1.21, -0.97], [-0.04, -0.57, -0.42], [-0.57, 1.36, -1.21], [0.63, 0.41, -2.45], [-1.39, 0.13, 0.42], [-0.30, -0.76, -0.83]], "nbo_charge": [-1.0662, -0.1403, -0.7047, 0.5867, -0.6375, -0.4377, -0.5856, 0.3425, 0.3762, 0.3507, 0.2031, 0.2396, 0.2151, 0.2540, 0.3762, 0.2107, 0.2009, 0.2163]}

=====

(3)
{"formula": "C36H56N3O2P2Se2Ta", "method": "ωB97M-V/def2-TZVPD", "total_charge": 2, "species": ["Ta", "C", "C", "C", "P", "C", "C", "C", "C", "C", "C", "C", "C", "C", "C", "N", "C", "C", "C", "C", "C", "C", "C", "P", "C", "C", "C", "C", "C", "C", "H", "H", "H", "H", "H", "H", "H", "H", "H", "H", "H", "H", "H", "H", "H", "H", "H", "H", "H", "H", "H", "H", "H", "H", "H", "H", "H", "H", "H", "H", "H", "H", "H", "H", "H", "H", "H", "H", "H", "H", "O", "C", "C", "C", "O", "C", "Se", "C", "Se", "H", "H", "H", "H", "H", "H", "H", "H", "H", "H", "N", "C", "C", "C", "N", "C", "C", "H", "H", "H", "H", "H", "H"], "coordinates": [[0.08456, -0.71641, -0.11348], [-1.44633, 3.85042, -2.29383], [-0.35011, 2.84528, -1.92172], [0.85031, 3.08684, -2.84091], [-1.07243, 1.12025, -1.78474], [-1.84011, 0.70091, -3.40852], [-2.81050, -0.48074, -3.35227], [-0.74876, 0.37642, -4.43463], [-2.37175, 1.43057, -0.56412], [-3.70949, 1.69950, -0.85758], [-4.68117, 1.69204, 0.13507], [-6.12039, 2.00136, -0.16743], [-4.27339, 1.36798, 1.43340], [-2.94949, 1.11579, 1.74196], [-1.97254, 1.18387, 0.74890], [-0.58892, 0.88141, 1.00006], [-0.05464, 1.38602, 2.22516], [-0.62043, 2.47001, 2.89657], [-0.07668, 2.93003, 4.08159], [1.05970, 2.35120, 4.64387], [1.64063, 2.86115, 5.93354], [1.66510, 1.32608, 3.93180], [1.13091, 0.84562, 2.73780], [2.06772, -0.13265, 1.55217], [3.17783, -1.42245, 2.29226], [2.45656, -2.64294, 2.85807], [4.18928, -0.88802, 3.31616], [3.25427, 1.17696, 0.97468], [2.51696, 2.29090, 0.24131], [4.44936, 0.68270, 0.15855], [-1.04831, 4.85917, -2.17695], [-2.33165, 3.77298, -1.66650], [-1.74174, 3.74329, -3.33877], [-0.04600, 3.02474, -0.88667], [0.59129, 2.95612, -3.89122], [1.72463, 2.48041, -2.61472], [1.15459, 4.12833, -2.72374], [-2.37338, 1.60329, -3.71807], [-2.29701, -1.38084, -3.01520], [-3.18916, -0.66385, -4.35905], [-3.66742, -0.31012, -2.70474], [-0.23762, -0.55019, -4.16244], [-0.01030, 1.16781, -4.55185], [-1.21437, 0.21885, -5.40803], [-4.00477, 1.90297, -1.88036], [-6.27782, 2.16962, -1.23130], [-6.44049, 2.89668, 0.36693], [-6.77105, 1.18561, 0.15000], [-5.01660, 1.30783, 2.22018], [-2.67201, 0.85891, 2.75515], [-1.49358, 2.96447, 2.49634], [-0.54748, 3.76839, 4.58128], [0.85649, 3.18664, 6.61537], [2.29274, 3.71765, 5.75106], [2.23033, 2.09461, 6.43402], [2.58929, 0.91295, 4.31055], [3.75426, -1.74130, 1.41791], [1.74403, -2.36094, 3.63387], [3.19759, -3.30683, 3.30622], [1.91872, -3.20000, 2.09263], [3.73252, -0.75050, 4.29440], [4.67771, 0.03677, 3.01921], [4.96762, -1.64249, 3.43896], [3.62365, 1.59035, 1.91667], [2.00010, 1.89685, -0.63471], [3.23158, 3.03899, -0.10727], [1.78706, 2.79140, 0.87684], [4.16950, 0.45852, -0.86929], [4.93219, -0.19558, 0.58439], [5.19696, 1.47691, 0.12211], [-2.51020, -1.33718, -0.41852], [-3.20557, -2.38420, 0.28549], [-2.37299, -3.66157, 0.28118], [-3.32733, -4.83628, 0.53918], [-4.20795, -4.94131, -0.56233], [-1.32146, -3.69189, 1.40318], [-0.68660, -1.92239, 1.94726], [-1.74523, -3.86016, -1.09385], [-0.13117, -2.82954, -1.45701], [-3.09412, -0.56656, -0.43637], [-4.14656, -2.56757, -0.23376], [-3.41081, -2.06496, 1.31137], [-3.87469, -4.65389, 1.47222], [-2.73645, -5.75002, 0.66731], [-4.80713, -5.68220, -0.43025], [-0.47015, -4.31467, 1.13163], [-1.75853, -4.08719, 2.32073], [-2.45452, -3.62811, -1.88524], [-1.43086, -4.89579, -1.22186], [5.09283, -1.77618, -3.97359], [4.07619, -1.50730, -3.14757], [3.13861, -0.49193, -3.42686], [2.11644, -0.25666, -2.55193], [1.93852, -0.93185, -1.39742], [2.83473, -1.91463, -1.13685], [3.88395, -2.22638, -1.95017], [5.21308, -1.27209, -4.83493], [5.74295, -2.51697, -3.77671], [3.20433, 0.09139, -4.33579], [1.38724, 0.50101, -2.78429], [2.66573, -2.48787, -0.23597], [4.54962, -3.03370, -1.67522]], "forces_ev_per_angstrom": [[-0.29, -0.13, -0.12], [-0.01, 0.00, 0.02], [-0.04, -0.03, -0.13], [0.02, 0.00, 0.03], [0.11, 0.17, -0.03], [-0.01, -0.10, 0.05], [-0.01, 0.06, -0.02], [0.02, 0.02, -0.02], [0.04, 0.00, -0.07], [-0.04, -0.05, -0.01], [0.00, 0.01, 0.02], [0.03, -0.01, 0.01], [-0.03, -0.01, -0.03], [-0.02, 0.03, 0.03], [0.06, 0.08, 0.11], [-0.15, 0.13, 0.08], [0.01, -0.01, -0.05], [-0.05, 0.02, 0.00], [0.04, 0.00, 0.01], [-0.02, -0.01, 0.01], [0.00, 0.00, -0.03], [0.03, 0.05, 0.02], [-0.04, -0.05, -0.05], [0.05, 0.12, 0.03], [-0.05, -0.03, 0.01], [0.08, -0.02, 0.03], [-0.01, -0.06, 0.00], [0.08, -0.07, -0.02], [-0.02, 0.02, 0.01], [0.00, 0.04, 0.04], [0.00, 0.00, 0.00], [0.02, 0.01, 0.00], [-0.01, 0.00, 0.00], [0.01, 0.03, 0.05], [-0.01, 0.02, 0.03], [-0.02, -0.02, -0.01], [0.01, -0.01, 0.00], [-0.03, 0.02, -0.03], [0.00, -0.01, 0.00], [0.00, 0.01, 0.01], [-0.02, 0.03, 0.03], [-0.01, -0.01, -0.01], [-0.02, -0.03, -0.01], [0.01, 0.00, 0.01], [0.00, -0.01, -0.01], [0.00, -0.01, 0.00], [0.00, 0.00, -0.01], [0.01, 0.00, 0.00], [0.01, 0.01, -0.01], [0.00, -0.01, -0.01], [0.01, 0.01, 0.01], [0.00, -0.01, 0.00], [0.00, -0.01, 0.00], [-0.01, 0.00, 0.00], [0.00, 0.00, 0.00], [-0.01, 0.00, 0.00], [-0.02, 0.01, 0.02], [0.03, -0.02, -0.01], [0.01, 0.00, -0.02], [-0.02, -0.01, 0.00], [-0.04, -0.01, -0.01], [0.00, 0.06, -0.01], [0.01, 0.01, 0.00], [0.03, -0.01, 0.03], [0.00, -0.01, -0.04], [-0.01, -0.01, 0.01], [-0.02, 0.00, 0.01], [-0.03, -0.02, -0.05], [0.02, 0.02, 0.01], [-0.01, 0.00, -0.01], [0.17, 0.01, 0.02], [0.01, -0.02, 0.05], [0.02, 0.00, -0.02], [-0.05, 0.00, 0.00], [0.03, 0.02, 0.02], [-0.01, 0.05, -0.04], [0.03, -0.06, 0.15], [-0.04, 0.03, 0.02], [0.15, -0.11, -0.14], [0.00, 0.02, 0.00], [-0.01, -0.01, -0.02], [-0.02, 0.00, 0.00], [-0.01, 0.00, 0.00], [0.01, -0.01, 0.00], [-0.01, -0.02, 0.00], [0.01, -0.01, -0.01], [-0.01, -0.02, 0.00], [-0.02, -0.03, 0.00], [-0.01, -0.01, 0.00], [-0.04, 0.02, 0.02], [0.02, 0.01, -0.04], [0.00, 0.01, 0.00], [0.06, -0.02, 0.00], [0.01, 0.01, 0.09], [0.02, -0.03, -0.03], [-0.01, -0.03, 0.01], [0.00, 0.00, 0.00], [0.00, -0.01, 0.00], [0.01, 0.00, 0.01], [0.00, 0.00, 0.01], [0.00, 0.00, -0.01], [0.00, 0.01, 0.00]], "nbo_charge": [1.0756, -0.6202, -0.4849, -0.6186, 0.9869, -0.5174, -0.6039, -0.6165, -0.4594, -0.1647, -0.0104, -0.6405, -0.1731, -0.2520, 0.2551, -0.7979, 0.2394, -0.2636, -0.1543, 0.0057, -0.6379, -0.1835, -0.4325, 1.0741, -0.5069, -0.6096, -0.6152, -0.5202, -0.5980, -0.6056, 0.2401, 0.2244, 0.2125, 0.2402, 0.2165, 0.2050, 0.2417, 0.2384, 0.2208, 0.2360, 0.2127, 0.2173, 0.2084, 0.2444, 0.2205, 0.2252, 0.2422, 0.2367, 0.2354, 0.2456, 0.2316, 0.2306, 0.2351, 0.2363, 0.2262, 0.2200, 0.2294, 0.2288, 0.2331, 0.2127, 0.2203, 0.2163, 0.2395, 0.2410, 0.1826, 0.2374, 0.2278, 0.2022, 0.2133, 0.2382, -0.7361, -0.0792, -0.1270, -0.0495, -0.7307, -0.5484, 0.0813, -0.5504, 0.0953, 0.5204, 0.2209, 0.1957, 0.1769, 0.1812, 0.4930, 0.2329, 0.2418, 0.2531, 0.2456, -0.7266, 0.2645, -0.2676, 0.0609, -0.6231, 0.0907, -0.2988, 0.4159, 0.4165, 0.2375, 0.2228, 0.2288, 0.2454]}

=====

How do the records compare in relative energy (zero: lowest compared OMol25 entry of this formula, charge and spin)? In the order shown, they have 4.4, 44.7, 0.0 kcal per mole.